ORCA calculation (the ωB97M-V functional and the def2-TZVPD basis) on a molecular structure, C45H89HfN9O19S3 at a distorted geometry.

As for the total charge: +2. The orbital gap comes out at 2.42 eV. The calculation puts the max |F| at 10.0 eV Å⁻¹.

Positions of all 166 atoms, in Å:
Hf1 -3.34996 -1.31319 3.78311
S1 5.15461 -1.38436 2.58622
S2 1.43410 -1.02686 -7.40685
S3 -2.62672 1.54001 -2.89366
O1 0.73817 -1.91959 -8.32123
O2 -2.10190 0.19565 -3.03694
O3 4.50945 2.31573 -5.26705
O4 -3.41574 1.91498 -1.70615
O5 6.15355 -2.43892 2.95186
O6 0.78449 2.81106 -0.53777
O7 2.20646 0.10983 -7.88651
O8 1.66272 0.56465 -1.87987
O9 4.33212 -0.74772 3.61312
O10 -4.70934 0.32135 2.76935
O11 -3.89505 -1.99754 1.50548
O12 -2.65400 -3.50443 3.18356
O13 -2.63907 0.67011 5.01115
O14 -0.40113 -2.17190 1.25279
O15 -0.35543 -5.18565 -3.32253
O16 1.97504 3.78941 4.19361
O17 -1.85314 0.11015 2.21084
O18 -1.12549 -1.48342 4.37714
O19 4.85091 5.48703 -1.13276
N1 -5.37458 2.16553 1.67451
N2 -4.73076 -3.13595 -0.36430
N3 0.52221 -2.90830 4.76278
N4 0.43351 -4.09689 -1.51446
N5 1.36431 4.12032 2.00861
N6 -1.91307 1.72704 6.80322
N7 3.74604 1.17148 -3.56666
N8 2.70318 4.84762 -1.34452
N9 -1.76737 -4.75648 1.64251
C1 -1.99385 1.59198 5.50295
C2 -1.30131 2.79373 -3.06477
C3 -7.11400 0.75111 2.72709
C4 -5.22594 -4.40927 0.13678
C5 -1.54038 3.30847 -4.50421
C6 -2.40633 -4.61998 2.74652
C7 -4.07699 -2.11851 0.26858
C8 -0.49131 1.49323 1.05158
C9 -3.07111 -5.80428 3.45656
C10 2.95084 2.37458 2.66928
C11 -0.49189 -4.34669 -2.46513
C12 0.99105 0.37879 -0.80287
C13 6.00168 -0.05329 1.55475
C14 0.09320 -1.71030 4.38914
C15 4.03128 -2.03211 1.27986
C16 2.07102 3.53724 3.01649
C17 3.59327 2.07449 -4.51268
C18 -0.89656 0.23307 1.38986
C19 -3.73930 -0.89028 -0.57575
C20 0.20724 -0.36572 -6.22343
C21 5.50939 -0.25491 0.11006
C22 0.75395 -0.57687 -4.80908
C23 4.94886 0.38155 -3.29754
C24 -1.80706 -3.65829 -2.27772
C25 -1.27674 2.66358 4.66513
C26 1.11969 -0.64135 3.92994
C27 -5.63056 0.99905 2.29431
C28 0.40843 5.19761 2.01525
C29 4.11574 -0.94590 0.18227
C30 2.36578 -1.90081 -6.00128
C31 0.41525 1.69819 -0.11571
C32 1.74177 -4.69904 -1.37374
C33 1.48476 -1.90663 -4.78539
C34 4.00070 4.63776 -1.02460
C35 4.31183 3.15631 -0.55460
C36 -4.09671 2.86532 1.64545
C37 -0.17817 -1.00267 0.78366
C38 -1.77232 -5.91440 0.79819
C39 -2.48271 0.90355 7.93605
C40 2.37722 2.89898 -4.54632
C41 2.07454 5.96440 -1.96934
C42 1.90789 -3.40168 4.88208
C43 -3.07920 3.34125 -4.79206
C44 -3.56813 1.95958 -4.45613
C45 0.71345 -0.82815 -0.20273
H1 -0.96934 2.41862 1.33714
H2 -0.53289 4.83230 1.60468
H3 2.81017 6.56883 -2.50000
H4 6.17684 -0.96247 -0.38185
H5 -4.79971 -3.00903 -1.36391
H6 -2.15087 -6.82046 1.27132
H7 -0.66639 -0.97745 -6.44850
H8 5.50930 0.67385 -0.46048
H9 0.11368 0.68747 -6.48828
H10 2.04624 -2.01086 -3.85697
H11 -2.62405 -4.21375 -2.73824
H12 2.07647 4.08776 -1.12105
H13 -4.63099 1.73805 -4.35942
H14 -3.36651 2.35987 2.27745
H15 2.61008 -2.85459 -6.46895
H16 2.24796 -3.88466 3.96600
H17 -1.33835 2.47409 7.16614
H18 2.64294 3.95576 -4.51960
H19 3.99824 2.52295 2.93206
H20 -3.95186 0.10823 -0.19378
H21 1.21690 -1.64568 -0.69728
H22 -0.83217 -6.12928 0.29020
H23 1.98782 -0.58778 4.58688
H24 5.00431 2.82624 -1.32894
H25 -6.15105 2.70314 1.31651
H26 3.80744 -1.25671 -0.81596
H27 -2.40087 -6.66342 3.48362
H28 -3.57306 4.09137 -4.17438
H29 -7.77191 1.61177 2.60657
H30 0.86851 -2.79396 -4.64053
H31 4.64221 -2.88467 0.98317
H32 1.89698 -5.29245 -0.47270
H33 -2.45596 -5.69891 -0.02298
H34 -6.29874 -4.29443 -0.01821
H35 1.36579 3.72910 1.07745
H36 0.01798 -0.56814 -4.00511
H37 0.81710 6.02467 1.43468
H38 -2.00311 -3.33794 -1.25447
H39 -7.52843 0.02759 2.02504
H40 -3.17241 -5.53038 4.50671
H41 5.61915 0.92639 1.84112
H42 -1.33438 -3.91627 1.28659
H43 -7.25976 0.49944 3.77757
H44 3.37767 -0.19708 0.46972
H45 3.43765 2.50561 -0.53233
H46 2.51168 1.59209 3.28811
H47 -1.69646 0.86079 8.68978
H48 7.04415 -0.16781 1.85183
H49 3.23503 -1.24706 -5.92979
H50 -2.65932 -0.78453 -0.67848
H51 -1.70970 2.72907 3.66697
H52 2.50042 -3.91638 -1.37130
H53 -2.67571 -0.12875 7.64414
H54 2.59255 -2.70542 5.36639
H55 4.78044 3.11204 0.42853
H56 -0.97677 2.67364 -5.18790
H57 -1.77970 -2.70334 -2.80252
H58 3.13656 -2.42876 1.75971
H59 1.44140 0.22878 -4.55129
H60 -4.22769 3.87405 2.03713
H61 -1.23165 4.33615 -4.69566
H62 4.57352 -0.43786 -2.68453
H63 5.41722 -0.00319 -4.20347
H64 1.74879 2.76228 -3.66628
H65 -4.06712 -5.94424 3.03646
H66 1.53187 6.69322 -1.36731
H67 -4.81964 -4.49919 1.14422
H68 -0.16260 -3.54224 5.14910
H69 1.90407 2.58623 -5.47714
H70 0.08563 -3.51221 -0.76799
H71 -1.32372 3.49031 -2.22670
H72 2.04171 -5.24858 -2.26601
H73 -3.09278 1.30204 -5.18398
H74 -3.42391 1.35212 8.25387
H75 2.90897 1.02225 -3.02154
H76 1.54181 -0.94043 2.97053
H77 1.96354 -4.13832 5.68354
H78 -1.23306 3.63650 5.15466
H79 -4.89188 -5.27316 -0.43785
H80 -3.61435 2.92630 0.66988
H81 0.66814 0.31606 3.67006
H82 -3.45711 3.66459 -5.76197
H83 -0.25374 2.31718 4.51823
H84 -0.34732 2.27139 -2.99299
H85 2.88287 2.08285 1.62125
H86 0.22667 5.46448 3.05632
H87 -4.11690 -1.00434 -1.59187
H88 1.31952 5.49676 -2.60129
H89 5.61954 1.07848 -2.79499